Record 1
Molecular formula: C45H120N8O16
Method: DFT, ωB97M-V with the def2-TZVPD basis set

Properties
- HOMO level (eV) = -8.6
- SMILES string = COC[C@H](C)N.COC[C@H](C)N.COC[C@H](C)N.COCCNCCOC.COCCNCCOC.COCCNCCOC.COCCNCCOC.COCCNCCOC.CO.CO.CO
- frontier orbital gap (eV) = 8.81

Positions of all 189 atoms, in Å:
H  2.730  3.618  -8.317
H  1.144  17.235  1.433
H  -3.514  -2.708  12.065
H  1.342  4.085  -2.424
H  3.983  8.563  5.869
H  -0.720  2.572  4.825
H  -5.510  -1.746  0.832
C  5.251  -12.058  1.033
H  -5.040  -2.997  12.440
H  -4.140  -5.265  1.511
H  -4.666  -6.738  -4.525
H  -2.459  4.210  3.918
H  0.108  -3.036  -0.897
H  3.573  -9.239  1.594
H  -3.062  -1.595  6.887
O  -5.760  -1.738  6.562
H  -3.132  -5.234  9.515
H  -4.534  2.650  0.439
C  -3.491  3.442  -9.098
C  -4.658  -2.280  5.774
H  2.715  6.303  5.160
H  6.386  -6.253  -0.677
H  2.327  10.220  -0.147
H  7.349  -14.013  0.742
C  -0.767  0.287  -1.591
O  6.291  -4.892  -2.218
H  -2.704  -2.308  8.936
O  3.860  4.899  3.029
N  1.034  12.804  -0.114
N  -4.973  2.633  2.393
H  -4.462  -1.536  5.002
H  -2.330  -4.159  10.671
H  -2.568  -2.905  5.959
H  0.854  3.332  -3.892
H  4.473  6.736  2.639
H  1.685  3.061  -9.730
C  1.728  3.475  -8.723
O  0.089  -3.077  1.306
H  3.088  -1.959  -3.591
O  4.709  -10.738  0.741
C  -3.154  3.378  3.803
H  5.989  -14.930  0.255
H  -0.620  -4.402  -0.145
O  -4.747  -6.723  0.271
H  -6.660  -0.807  4.844
H  -4.852  -8.899  -6.140
C  -1.814  -6.124  -4.749
H  -7.175  -1.286  0.785
H  3.025  8.681  4.364
H  -3.729  3.381  -7.094
H  -5.075  -7.625  0.268
C  0.709  -1.766  1.279
H  0.148  14.828  1.670
C  -1.447  1.806  4.556
H  -6.067  -7.736  -6.846
H  5.011  -6.533  -1.909
H  -7.210  1.457  1.267
H  -6.160  -0.994  -0.688
C  1.460  17.042  0.408
H  0.476  0.608  -3.530
C  -3.148  -4.237  9.955
H  3.672  10.871  -3.200
C  -3.129  -5.366  -5.163
H  0.632  -1.421  2.310
C  3.562  11.847  -2.726
H  -1.390  0.886  -0.927
H  5.649  -3.829  -0.556
N  4.756  5.978  5.492
H  -0.234  0.172  1.252
H  0.109  4.541  -8.416
N  0.306  -0.456  -0.874
C  -6.293  1.417  0.680
H  -1.983  1.421  5.424
H  -1.980  -6.848  -3.951
H  2.443  17.437  0.149
H  5.172  -3.322  -7.745
N  -3.389  -4.524  -4.024
H  6.663  -6.899  -2.323
C  0.921  11.597  -0.938
H  7.155  -14.236  -0.875
O  4.122  -3.846  -6.103
H  -2.565  -3.973  -3.829
H  -1.130  1.319  -3.275
H  -5.141  -5.611  -5.732
H  -7.677  -1.053  6.235
H  1.753  -1.901  0.998
C  0.112  15.066  0.607
H  1.257  2.685  -8.137
H  3.347  -3.741  -3.596
C  -6.192  -1.013  0.401
H  1.012  -4.439  -0.116
H  -0.964  0.870  4.274
H  -4.606  -3.085  7.988
C  4.196  -3.753  -7.521
C  3.834  8.154  4.870
H  0.468  11.758  -1.916
H  2.713  6.639  2.873
C  3.664  6.645  4.748
H  -1.110  -1.040  0.378
H  1.915  4.275  2.413
H  4.493  -12.663  1.531
H  6.629  -12.268  -1.781
H  2.170  9.926  -1.653
H  2.097  2.499  -2.939
H  -4.538  1.795  2.751
H  -1.800  -3.639  8.335
H  -7.241  -2.441  5.365
H  -0.051  14.051  -1.366
H  2.749  12.400  -3.197
C  3.410  -2.736  -5.485
H  4.487  12.359  -2.990
C  4.050  -10.191  1.830
C  -3.401  -2.586  6.586
H  -1.394  -0.430  -2.121
H  -2.825  -4.801  -6.044
H  -3.822  3.277  4.658
C  -5.019  -8.028  -6.774
O  0.957  4.695  -8.838
H  0.785  17.417  -0.360
H  4.901  -12.982  -0.740
O  -4.406  -4.002  10.687
O  -5.619  0.209  0.846
C  -0.114  -0.617  0.510
H  3.671  -1.740  -5.842
H  -0.902  -5.589  -4.482
O  -4.048  -7.057  -6.586
H  -0.860  13.100  -0.178
H  3.039  4.429  1.112
C  2.271  10.828  -1.049
C  1.194  3.107  -2.881
H  4.359  -4.192  -1.626
H  2.332  -2.811  -5.630
O  -3.233  3.899  -7.732
H  -4.918  -8.418  -7.787
H  1.050  0.217  -0.759
C  0.211  -3.704  -0.042
H  -3.400  -5.156  -3.236
N  5.047  -2.574  -3.795
H  3.177  3.150  2.280
H  -3.548  2.355  -9.153
H  -4.466  3.847  -9.369
C  -0.189  1.056  -2.792
H  -5.965  3.554  0.963
C  -2.790  -3.369  8.702
H  0.173  10.923  -0.520
C  -4.435  -6.314  1.541
H  -6.698  1.561  -0.322
C  5.812  -12.721  -0.201
C  -6.840  -1.479  5.683
H  -5.340  -6.486  2.123
C  2.978  4.217  2.180
C  -4.450  -2.872  11.532
H  3.430  -3.130  -7.982
H  5.660  6.241  5.124
H  -0.653  15.840  0.554
H  -2.727  3.778  -9.798
C  -4.298  -6.224  -5.412
H  4.096  -4.747  -7.957
H  4.774  8.504  4.443
H  5.992  -11.908  1.818
N  -3.739  -3.480  7.652
H  -4.669  4.645  2.667
O  -2.238  2.278  3.477
C  3.666  -2.784  -4.009
O  1.307  15.652  0.121
C  5.454  -2.568  -2.370
C  -4.019  3.772  2.604
H  -3.727  -6.854  2.170
O  3.347  11.667  -1.341
C  3.678  6.284  3.232
H  -5.049  -3.153  5.251
H  5.468  -3.433  -4.120
H  4.850  -1.814  -1.865
H  4.830  5.022  5.174
H  1.830  13.282  -0.510
O  0.148  2.359  -2.174
H  4.673  -10.002  2.704
C  5.419  -3.937  -1.616
H  -3.282  4.043  1.848
C  6.043  -6.243  -1.712
H  -4.799  -1.972  11.026
C  6.546  -14.027  0.005
C  0.000  13.755  -0.318
H  3.124  -10.714  2.069
N  6.656  -11.797  -0.888
H  6.184  -10.904  -0.917
C  -5.443  2.600  1.039
H  -1.574  -6.826  -5.547
H  6.473  -2.199  -2.487

Record 2
Molecular formula: C45H120O15
Method: DFT, ωB97M-V with the def2-TZVPD basis set

Properties
- HOMO level (alpha / beta) (eV) = 0.6 / -7.6
- charge = -1
- 2S+1 = 2
- frontier orbital gap (alpha / beta) (eV) = 1.47 / 9.58

Positions of all 180 atoms, in Å:
H  -7.238  2.684  0.915
H  2.969  -0.564  -6.555
C  6.506  1.452  -2.661
C  0.140  -2.855  -2.314
C  2.798  -2.836  0.407
C  0.849  -3.594  -3.519
H  1.242  -4.984  -0.110
C  -2.528  -4.487  0.124
H  3.739  -5.083  0.175
C  0.624  -1.797  4.570
H  -3.683  1.170  4.968
H  5.576  -1.064  -2.095
H  5.511  4.983  -1.943
H  0.050  4.419  0.365
C  -4.555  -3.295  3.558
H  1.529  -2.223  4.137
H  -1.702  0.073  4.667
O  3.296  1.165  0.999
H  -0.487  -5.316  -3.387
C  -5.405  -2.608  2.546
C  3.154  0.048  3.181
C  2.784  -1.044  -5.594
C  1.085  4.565  0.057
H  4.526  2.625  -2.787
H  -2.010  -3.714  -0.444
H  -2.015  -7.341  0.697
H  0.844  -5.594  -4.447
H  -4.656  4.362  -2.778
C  -3.101  -1.116  -3.293
H  -3.262  5.803  -4.386
H  5.864  0.771  3.236
H  -1.078  1.518  0.221
H  -0.300  2.783  4.858
C  -2.719  4.198  -3.029
H  0.302  6.791  1.202
H  1.530  0.195  -0.718
C  -5.276  2.555  1.677
C  3.313  5.391  -3.844
H  1.061  5.093  -0.896
O  4.426  1.199  -1.455
H  0.394  -4.261  1.378
H  1.535  3.588  -0.119
C  -0.081  -2.717  5.577
H  -2.966  2.719  5.330
H  5.555  -1.005  -0.334
H  -4.086  -0.877  2.491
C  -0.882  -3.804  4.853
H  2.365  5.628  3.131
H  1.026  -5.592  -2.649
C  2.943  -0.071  -4.413
H  0.492  -3.329  -1.398
C  5.875  0.933  -1.400
H  0.543  -3.117  -4.450
C  -4.537  -1.603  1.814
H  -4.396  -6.090  -1.291
H  2.471  -3.773  2.380
O  -3.882  -0.885  -4.413
H  -3.511  -2.238  -1.340
H  3.828  0.563  -4.468
O  3.630  -4.914  1.114
C  6.016  -0.578  -1.224
H  2.858  5.637  0.685
H  -4.154  1.419  0.186
H  -4.057  -1.745  -4.802
C  -0.216  0.869  0.379
C  -2.422  -5.884  -0.592
H  3.595  2.094  2.811
C  1.817  5.529  0.987
H  0.902  1.714  -1.338
O  -0.922  -1.829  6.308
H  2.117  -2.001  0.570
H  -1.094  -1.050  0.123
H  -7.146  1.716  2.432
H  0.376  -1.791  -2.332
C  -2.360  5.489  -3.862
H  2.651  3.816  -2.443
H  0.250  -1.128  1.167
C  5.383  0.973  2.279
C  3.848  1.143  2.341
H  -3.928  -3.999  3.011
O  0.564  1.428  1.428
H  2.084  0.258  3.177
C  1.751  5.014  2.471
H  0.726  -3.060  6.224
H  7.019  -1.004  -1.227
H  4.183  5.581  -4.474
C  -4.449  2.436  0.444
O  2.232  -3.403  -3.343
H  -1.626  -2.414  6.600
H  0.054  -1.357  3.752
H  5.986  1.043  -3.527
H  6.540  2.541  -2.645
H  3.504  -1.858  -5.510
H  -5.018  2.819  -0.402
H  -5.153  -3.888  4.250
H  -2.106  0.064  -1.805
H  -0.169  1.623  6.117
H  -1.690  -3.383  4.255
H  -1.433  -6.025  -1.029
O  -5.848  -3.556  1.561
H  -4.860  -1.417  -2.042
C  0.616  0.767  -0.879
H  2.371  1.397  1.110
H  -2.240  -1.720  -3.579
H  0.142  0.161  -1.652
H  -6.285  -2.214  3.054
H  5.840  1.879  1.879
H  0.808  0.282  -4.135
H  -1.563  5.229  -4.560
H  0.714  4.966  2.802
H  2.556  -2.501  -3.402
C  -3.396  -5.983  -1.712
H  4.626  3.955  -0.872
H  5.618  0.098  1.673
H  -3.875  -2.665  4.131
H  1.245  -5.772  1.423
H  -2.057  -4.426  1.105
H  2.740  -3.107  -0.647
O  -4.639  1.871  2.728
O  -2.795  -6.891  0.365
H  -5.228  -1.011  1.213
H  -1.850  2.966  -1.414
H  2.041  3.964  2.462
H  2.549  5.077  -4.555
H  3.502  0.090  4.213
H  -6.485  1.117  0.795
O  1.236  6.827  0.986
C  -6.668  1.946  1.480
H  -2.942  3.326  -3.644
C  -0.338  1.709  5.043
H  4.026  0.956  -0.617
H  -5.192  2.012  3.500
H  -1.347  -0.466  1.742
H  0.025  1.433  2.222
O  3.099  -0.823  -3.246
H  -0.746  3.549  -2.677
O  4.224  3.152  -3.530
H  -3.346  -5.159  -2.423
H  7.559  1.186  -2.755
H  -2.742  1.586  3.052
H  4.062  5.522  -1.163
C  -1.660  1.161  4.605
H  -3.553  -4.180  0.335
H  1.866  1.512  -3.410
C  0.574  -5.103  -3.512
H  2.900  6.302  -3.413
H  0.892  -0.892  5.116
H  3.293  -0.925  2.709
C  -2.648  0.216  -2.739
H  -1.400  -4.421  5.588
H  -2.051  6.248  -3.143
C  3.600  4.200  -2.817
H  -2.590  1.350  6.460
H  -0.281  -4.481  4.245
H  -1.999  0.772  -3.417
H  -3.277  -6.913  -2.268
H  3.338  -0.259  -2.506
H  -0.941  -2.889  -2.183
H  -5.291  -4.323  1.711
H  -3.794  -2.031  1.142
C  -1.605  3.809  -2.059
O  -3.865  4.468  -2.244
C  4.500  4.670  -1.685
H  1.573  1.557  -5.064
H  3.764  -2.343  0.516
O  -1.807  1.461  3.234
H  -4.395  -2.910  -2.639
H  1.802  -1.509  -5.690
H  -3.534  0.821  -2.551
C  -0.614  -0.506  0.936
H  0.506  1.175  4.606
C  2.552  -4.030  1.324
H  6.322  1.455  -0.554
H  -1.244  4.595  -1.395
C  -3.957  -1.972  -2.298
H  -5.322  3.622  1.895
C  -2.820  1.645  5.436
H  -3.510  2.989  0.453
C  1.736  0.841  -4.259
C  1.254  -4.785  0.962

Number 1: F_max 0.08418 hartree/bohr, total energy -3427.774833 a.u.. Number 2: F_max 0.04971 hartree/bohr, total energy -2915.028807 a.u..